{"formula": "CH5IN2O", "method": "ωB97M-V/def2-TZVPD", "mol_weight_g_mol": 188.0, "spin_multiplicity": 1, "smiles": "C=[N+]([O-])I.N", "homo_lumo_gap_ev": 7.975, "e_homo_ev": -9.095, "de_lowest_kj_mol": 111.1, "elements": ["I", "O", "N", "N", "C", "H", "H", "H", "H", "H"], "positions_angstrom": [[2.02897, 0.71015, 1.12227], [-0.30860, 2.53004, 1.89636], [-0.03749, 1.50652, 0.99843], [0.33459, -1.48850, -0.82134], [-0.79064, 0.94654, 0.15424], [1.07300, -1.98808, -0.40129], [0.31526, -1.61818, -1.81980], [-1.59260, 1.40710, -0.25306], [-0.52736, -2.00131, -0.49301], [-0.49512, -0.00429, -0.38279]], "forces_ev_per_angstrom": [[-0.89, 0.41, 0.24], [1.05, -3.60, -3.76], [0.09, 3.15, 4.02], [-2.62, -1.06, 0.03], [2.15, -2.16, -0.83], [1.26, -0.55, 0.24], [0.43, -0.16, -0.34], [-2.93, 1.82, -0.19], [1.10, 0.66, -0.40], [0.35, 1.51, 1.00]], "lowdin_charge": [0.719, -0.225, -0.564, -0.033, -0.071, -0.013, 0.037, 0.058, 0.074, 0.018]}